Formula: C24H30HgN8O2S4
Source: the OMol25 dataset
Level of theory: ωB97M-V with the def2-TZVPD basis set

CARTESIAN COORDINATES (ANGSTROEM)
Hg1 -0.115 -0.825 -0.412
C1 -0.150 -3.782 5.399
C2 0.013 -4.316 3.977
N1 0.827 -3.468 3.133
C3 0.301 -2.441 2.394
S1 1.467 -1.375 1.658
N2 -0.988 -2.333 2.343
N3 -1.514 -1.466 1.457
C4 -2.550 -0.783 1.779
C5 -3.190 -0.878 3.135
C6 -3.075 0.152 0.776
C7 -4.316 0.763 0.939
C8 -4.762 1.660 -0.017
C9 -3.951 1.939 -1.103
C10 -2.713 1.317 -1.169
N4 -2.287 0.454 -0.263
H1 -0.835 -4.416 5.965
H2 -0.548 -2.767 5.376
H3 0.810 -3.762 5.920
H4 -0.959 -4.398 3.497
H5 0.470 -5.309 4.009
H6 1.799 -3.363 3.358
H7 -2.614 -1.573 3.739
H8 -4.220 -1.234 3.070
H9 -3.191 0.105 3.611
H10 -4.925 0.523 1.799
H11 -5.729 2.135 0.088
H12 -4.259 2.608 -1.893
H13 -2.052 1.531 -1.997
N5 2.789 -1.673 -1.548
C11 3.154 -0.594 -2.442
C12 2.932 0.760 -1.769
N6 1.504 1.062 -1.586
H14 3.437 -1.780 -0.779
H15 2.684 -2.554 -2.033
H16 2.513 -0.656 -3.325
H17 4.199 -0.645 -2.781
H18 3.427 1.531 -2.373
H19 3.405 0.743 -0.782
H20 1.047 1.114 -2.490
H21 1.384 1.954 -1.121
S2 -0.828 2.463 1.502
C13 0.009 3.876 1.787
N7 1.383 3.821 1.907
C14 2.171 4.904 2.124
C15 1.622 6.138 2.240
C16 0.215 6.267 2.141
C17 -0.563 5.167 1.920
H22 1.779 2.892 1.859
H23 3.232 4.715 2.193
H24 2.251 6.999 2.405
H25 -0.243 7.242 2.241
H26 -1.637 5.249 1.837
O1 -3.779 1.224 -4.207
S3 -3.534 -0.178 -4.497
O2 -4.701 -0.922 -4.918
N8 -2.766 -0.909 -3.257
C18 -1.529 -1.274 -3.617
S4 -0.424 -2.104 -2.578
C19 -1.146 -0.971 -4.972
C20 0.065 -1.206 -5.648
C21 0.173 -0.825 -6.972
C22 -0.894 -0.214 -7.650
C23 -2.093 0.035 -6.984
C24 -2.199 -0.340 -5.665
H27 0.883 -1.688 -5.128
H28 1.102 -1.002 -7.503
H29 -0.785 0.070 -8.689
H30 -2.928 0.511 -7.486

Its spin multiplicity is 2. The value obtained for the frontier orbital gap (alpha / beta) is 0.11844 / 0.23211 Eh. Its expectation value of S² is 0.767. The calculation puts the total energy at -3267.28230 Ha. The HOMO energy (alpha / beta) is -0.05618 / -0.16983 Eh. As for the net charge: -1. As for the energy above the lowest of the compared OMol25 structures with the same formula, charge and spin: 167.75 kJ/mol.

Partial atomic charges computed with the Mulliken method, in multiples of e: 1.27, -1.06, -0.42, -0.22, 0.33, -0.59, -0.79, 0.03, 0.10, -1.23, 0.75, -0.47, -0.71, -0.87, -0.52, 0.43, 0.31, 0.28, 0.32, 0.30, 0.36, 0.21, 0.23, 0.31, 0.31, 0.37, 0.42, 0.45, 0.54, -0.34, -0.43, -0.68, -0.35, 0.18, 0.20, 0.11, 0.35, 0.37, 0.34, 0.16, 0.11, -0.03, 0.02, -0.03, -0.26, -0.59, -0.19, -0.65, 0.21, 0.38, 0.38, 0.37, 0.40, -0.66, 1.10, -0.73, -0.54, 0.38, -0.49, 0.45, -0.71, -0.54, -0.51, -0.55, -0.16, 0.35, 0.36, 0.35, 0.40